Density functional theory data (the ωB97M-V functional and the def2-TZVPD basis) for a 2-piece molecular cluster, C8H9N3O4 overall in a non-equilibrium geometry.

Bonds (Å) are listed after each position.
Element x y z (Å)
1 C -0.6568 2.2162 -2.5603  C2 1.456, H10 1.087, H11 1.115, H12 1.078
2 C -0.1552 0.9899 -1.9560  C1 1.456, C3 1.346, C8 1.510
3 C -0.3759 0.6640 -0.6692  C2 1.346, N4 1.394, H13 1.102
4 N -0.2045 -0.5970 -0.1009  C3 1.394, C5 1.304
5 C 0.3114 -1.4955 -0.8934  N4 1.304, O6 1.301, N7 1.342
6 O 0.3997 -2.7488 -0.5542  C5 1.301, H14 1.072
7 N 0.7408 -1.2608 -2.1428  C5 1.342, C8 1.397, H15 1.027
8 C 0.4453 -0.0828 -2.8325  C2 1.510, N7 1.397, O9 1.205
9 O 0.4824 -0.0566 -4.0368  C8 1.205
10 H -0.9554 3.0697 -1.9575  C1 1.087
11 H -1.5063 2.0013 -3.2494  C1 1.115
12 H 0.0858 2.5776 -3.2531  C1 1.078
13 H -0.8618 1.4920 -0.1290  C3 1.102
14 H -0.1992 -2.9287 0.3171  O6 1.072
15 H 1.1953 -1.9706 -2.7290  N7 1.027
16 O -1.1160 -2.3871 1.7799  C17 1.204
17 C -0.8310 -1.3920 2.3951  O16 1.204, O18 1.306, C19 1.377
18 O -1.3525 -0.7575 3.4106  C17 1.306, C19 1.519
19 C -0.0352 -0.3371 2.7811  C17 1.377, O18 1.519, C20 1.440, N21 1.422
20 C 1.1835 0.1808 3.3474  C19 1.440, N21 1.481, H22 1.168, H23 1.146
21 N 0.3381 0.9927 2.4419  C19 1.422, C20 1.481, H24 1.054
22 H 1.1517 0.4876 4.4736  C20 1.168
23 H 2.1993 -0.3042 3.1314  C20 1.146
24 H -0.2835 1.6471 2.9859  N21 1.054

**Calculated total energy**: -21099.3184 eV
**Highest occupied orbital energy**: -8.431 eV
**HOMO-LUMO gap**: 9.000 eV
**Structure (SMILES)**: Cc1cnc(O)[nH]c1=O.O=C1O[C@@]12CN2
**Charge**: 0

Atom charges from the Mulliken analysis, given in e for atoms 1 to 2:
1. C -1.38
2. C 0.63